Record 1
{
  "formula": "C18H41CeN2OP3S",
  "method": "the ωB97M-V functional and the def2-TZVPD basis",
  "symbols": ["Ce", "P", "P", "P", "H", "C", "C", "H", "C", "C", "C", "C", "C", "C", "C", "C", "C", "H", "H", "H", "H", "H", "H", "H", "H", "H", "H", "H", "H", "H", "H", "H", "H", "H", "H", "H", "H", "H", "H", "H", "H", "H", "H", "H", "H", "H", "C", "C", "C", "C", "C", "C", "O", "H", "H", "H", "H", "H", "H", "N", "C", "N", "S", "H", "H", "H", "H"],
  "positions_angstrom": [[0.2408, -0.2938, 0.0553], [2.6877, 1.1061, 1.7832], [-1.2248, 0.5254, 2.3655], [1.2947, -1.8524, -2.1528], [-5.2350, 0.6619, -1.1282], [-4.4902, -0.0320, -1.5470], [-4.4722, -1.3290, -1.2553], [-5.2000, -1.7857, -0.5542], [2.7161, 2.8344, 1.3319], [2.5060, 0.8477, 3.5712], [4.1386, 0.2249, 1.0716], [-2.9734, 0.0962, 2.0537], [-0.9891, -0.2068, 4.0208], [-1.3410, 2.3013, 2.7754], [-0.2232, -2.6710, -2.8017], [2.4304, -3.2605, -1.9375], [1.9438, -1.0359, -3.6455], [-3.8299, 0.3871, -2.3013], [-3.8170, -2.0225, -1.8042], [3.6778, 3.3054, 1.5562], [1.8967, 3.3305, 1.8991], [2.4904, 2.9349, 0.2415], [3.4545, 1.2080, 3.9880], [2.3264, -0.2166, 3.7123], [1.6367, 1.4074, 3.8765], [4.9958, 0.8357, 1.3263], [4.0607, 0.1105, -0.0071], [4.2206, -0.7662, 1.5354], [-3.5539, 0.4421, 2.9227], [-3.1089, -0.9835, 1.9243], [-3.3324, 0.5981, 1.1517], [-1.7200, 0.2629, 4.6982], [0.0181, -0.0031, 4.3941], [-1.1402, -1.2938, 4.0107], [-1.9062, 2.4297, 3.7102], [-1.8539, 2.8367, 1.9697], [-0.3454, 2.7472, 2.8986], [-0.0616, -2.9305, -3.8571], [-1.0883, -2.0004, -2.7229], [-0.4337, -3.5787, -2.2214], [2.8647, -3.5401, -2.9085], [1.8991, -4.1109, -1.4915], [3.2295, -2.9594, -1.2527], [2.2621, -1.7930, -4.3783], [2.8062, -0.4161, -3.3640], [1.1914, -0.3739, -4.0859], [-0.3211, 1.8783, -2.3260], [0.4513, 3.0081, -1.7779], [1.0028, 3.9220, -2.7097], [0.8107, 3.7991, -4.0813], [0.0073, 2.7421, -4.5577], [-0.6311, 1.8672, -3.7052], [-0.6602, 0.7591, -1.6481], [1.3388, 0.4523, 1.7823], [0.5691, 3.1797, -0.7228], [1.5987, 4.7965, -2.3405], [1.3143, 4.4864, -4.7954], [-0.1611, 2.6147, -5.6479], [-1.2667, 1.0792, -4.0193], [-2.5209, -3.0612, 1.4231], [-1.2378, -3.1710, 1.9049], [-1.1368, -3.3673, 3.2415], [0.1522, -2.9734, 0.9166], [-3.2663, -3.5460, 1.9093], [-2.6448, -3.0298, 0.4204], [-0.1867, -3.5696, 3.5575], [-1.8597, -3.8450, 3.7493]],
  "atomic_forces_ev_per_a": [[-1.3, 0.6, -3.9], [0.1, -0.7, 1.3], [-1.1, 0.3, 1.6], [0.0, -1.0, -1.1], [0.4, -0.4, -0.1], [-0.3, 0.2, 0.0], [-0.3, -0.4, 0.2], [0.5, 0.4, -0.5], [-1.5, 0.3, -0.7], [1.6, 0.4, -0.8], [-1.3, -0.5, 0.4], [-0.2, 0.1, -0.1], [0.1, 0.0, 0.2], [0.1, 0.2, -0.1], [-0.1, 0.1, 0.2], [0.2, 0.0, 0.2], [0.3, 0.4, 0.1], [0.0, -0.1, 0.1], [-0.2, 0.3, 0.3], [0.0, -0.3, 0.1], [0.6, -0.1, -0.3], [0.3, 0.0, 0.7], [-0.4, -0.2, 0.7], [0.3, 0.0, 0.3], [-0.1, 0.4, 0.3], [0.3, 0.2, 0.1], [0.0, 0.2, -0.1], [0.1, 0.2, -0.1], [0.1, -0.1, -0.3], [0.0, 0.4, 0.1], [0.0, 0.0, 0.1], [0.3, -0.2, -0.1], [-0.2, 0.0, 0.1], [0.0, 0.5, 0.0], [0.1, 0.0, -0.3], [0.1, 0.0, 0.1], [-0.2, 0.0, 0.1], [-0.1, 0.0, 0.3], [0.1, -0.1, -0.2], [0.1, 0.2, -0.2], [-0.1, -0.1, 0.4], [0.2, 0.2, -0.2], [0.1, -0.2, -0.2], [-0.2, 0.3, 0.2], [-0.1, -0.2, -0.2], [0.1, -0.1, 0.1], [1.2, 1.9, -0.6], [-0.9, -1.7, -2.2], [0.2, 0.6, 0.7], [0.2, -0.5, -0.4], [-0.2, 0.7, -1.0], [1.3, 0.4, 1.5], [0.3, -0.5, 2.6], [1.3, 1.0, -0.7], [-0.1, -0.1, 0.4], [-0.7, -0.9, -0.3], [-0.6, -0.6, 0.7], [0.1, 0.3, 0.9], [-0.4, -0.6, -0.6], [1.8, -0.8, 0.0], [-2.1, 0.1, 0.7], [1.4, -0.5, -1.4], [-0.3, 0.0, 0.3], [0.0, 0.2, 0.1], [0.1, 0.0, 0.0], [-0.5, 0.0, 0.1], [-0.4, 0.0, 0.2]],
  "mulliken_spin": [1.008, 0.000, -0.007, -0.005, 0.000, 0.000, 0.000, 0.000, 0.006, 0.000, 0.006, -0.001, 0.000, 0.000, 0.000, 0.000, 0.000, 0.000, 0.000, 0.001, 0.000, -0.003, 0.000, 0.000, 0.000, 0.001, -0.002, 0.000, 0.000, 0.000, 0.000, 0.000, 0.000, 0.000, 0.000, 0.000, 0.000, 0.000, 0.000, 0.000, 0.000, 0.000, 0.000, 0.000, 0.000, 0.000, -0.002, 0.000, 0.002, -0.001, 0.001, -0.002, -0.006, 0.012, -0.002, 0.000, 0.000, 0.000, 0.000, -0.001, -0.001, -0.001, -0.003, 0.000, 0.000, 0.000, 0.000],
  "total_charge": 3,
  "gap_ev": [5.324, 5.299],
  "homo_ev": [-15.520, -15.522],
  "spin_multiplicity": 2,
  "de_lowest_kcal_mol": 6.95,
  "total_energy_ev": -75963.8468
}

Record 2
{
  "formula": "C18H41ClN3",
  "method": "the ωB97M-V functional and the def2-TZVPD basis",
  "symbols": ["C", "C", "C", "Cl", "N", "C", "C", "N", "C", "N", "H", "H", "H", "H", "H", "H", "H", "H", "H", "H", "H", "H", "H", "C", "C", "C", "C", "C", "C", "H", "H", "H", "H", "H", "H", "H", "H", "H", "H", "H", "H", "H", "H", "C", "C", "C", "C", "C", "C", "H", "H", "H", "H", "H", "H", "H", "H", "H", "H", "H", "H", "H", "H"],
  "positions_angstrom": [[6.2534, -1.0702, 2.1720], [6.4329, -2.4732, 2.7214], [5.4413, -3.5047, 2.1597], [4.8539, -4.5523, 3.5068], [4.3105, -2.9575, 1.4018], [3.9990, -3.4531, 0.0420], [2.4577, -3.7277, 0.1281], [2.2823, -3.9477, 1.5789], [3.1410, -2.9456, 2.0491], [2.8083, -2.0432, 2.9685], [6.6318, -1.0380, 1.1589], [6.8281, -0.3736, 2.7605], [5.2296, -0.7373, 2.2214], [7.4297, -2.8054, 2.4747], [6.3943, -2.4741, 3.7980], [5.9722, -4.1464, 1.4836], [4.0680, -2.5731, -0.5760], [4.6315, -4.2672, -0.2700], [1.9979, -2.7617, -0.0275], [2.0485, -4.4796, -0.5181], [2.6656, -4.8476, 1.8683], [2.6484, -1.1024, 2.6319], [2.6296, -2.2762, 3.9354], [-2.9302, 0.2044, -0.3307], [-1.7282, 0.0787, 0.6004], [-0.9173, -1.1953, 0.3679], [-1.6826, -2.4993, 0.6129], [-2.2688, -2.6580, 2.0141], [-1.1957, -2.7166, 3.0928], [-3.6350, -0.6164, -0.1939], [-3.4662, 1.1336, -0.1366], [-2.6107, 0.2088, -1.3748], [-2.0610, 0.1332, 1.6401], [-1.0733, 0.9410, 0.4471], [-0.0215, -1.1671, 1.0028], [-0.5507, -1.1977, -0.6648], [-1.0104, -3.3437, 0.4215], [-2.4896, -2.5895, -0.1175], [-2.8376, -3.5896, 2.0484], [-2.9834, -1.8603, 2.2277], [-0.5114, -3.5477, 2.9050], [-1.6448, -2.8645, 4.0755], [-0.6096, -1.7952, 3.1329], [-3.9066, 2.3674, -3.5029], [-2.6941, 3.1837, -3.0634], [-3.0283, 4.2320, -2.0029], [-4.0242, 5.3046, -2.4491], [-3.5988, 6.0990, -3.6836], [-2.3104, 6.8915, -3.4780], [-4.6769, 2.9966, -3.9491], [-3.6188, 1.6239, -4.2478], [-4.3472, 1.8439, -2.6517], [-2.2339, 3.6554, -3.9353], [-1.9402, 2.5032, -2.6551], [-2.1024, 4.7088, -1.6689], [-3.4378, 3.7267, -1.1215], [-4.1835, 5.9977, -1.6176], [-4.9953, 4.8419, -2.6433], [-4.4016, 6.7936, -3.9414], [-3.4858, 5.4337, -4.5437], [-2.4203, 7.6024, -2.6569], [-2.0556, 7.4540, -4.3767], [-1.4658, 6.2390, -3.2511]],
  "atomic_forces_ev_per_a": [[0.3, -0.2, 0.1], [-0.2, 0.2, 0.0], [0.9, 1.1, 0.7], [0.0, -0.2, -0.1], [-0.8, -0.1, -1.0], [-0.5, 0.5, -0.3], [1.4, 0.7, 1.3], [-1.3, -0.2, 0.3], [-0.4, -1.0, 0.2], [0.6, 0.1, 0.5], [-0.2, 0.3, -0.3], [0.3, 0.2, 0.2], [-0.3, 0.1, -0.1], [0.3, -0.3, -0.1], [-0.2, 0.0, 0.4], [-0.1, -0.4, -0.4], [0.7, -0.1, -0.7], [0.2, -0.2, -0.1], [-0.6, 0.0, -0.6], [-0.1, -0.4, 0.0], [-0.1, -0.1, 0.0], [0.8, 0.2, 0.4], [-1.0, -0.2, -0.3], [0.1, 0.0, 0.1], [0.0, 0.0, -0.1], [0.0, -0.1, 0.0], [-0.1, 0.0, -0.1], [0.1, -0.1, 0.0], [-0.1, 0.0, 0.1], [0.0, 0.0, 0.0], [0.0, 0.0, -0.1], [0.0, 0.0, 0.0], [0.0, 0.0, 0.0], [0.0, 0.0, 0.0], [0.0, 0.0, 0.0], [0.0, 0.0, 0.0], [0.0, 0.0, 0.0], [0.0, 0.0, 0.0], [-0.1, 0.0, 0.0], [0.0, 0.0, 0.0], [0.0, 0.0, 0.0], [0.1, 0.0, 0.0], [0.0, 0.0, 0.0], [0.1, 0.0, -0.1], [-0.1, -0.1, 0.1], [0.1, 0.0, 0.0], [0.0, 0.0, -0.1], [0.1, 0.1, 0.1], [-0.1, 0.0, -0.1], [0.0, 0.0, 0.0], [-0.1, 0.0, 0.0], [0.0, 0.0, 0.0], [0.0, 0.0, 0.0], [0.0, 0.0, 0.0], [0.0, 0.0, 0.0], [0.0, 0.0, 0.0], [0.0, 0.0, 0.0], [0.0, 0.0, 0.0], [0.0, 0.0, 0.0], [0.0, 0.0, 0.0], [0.0, 0.0, 0.0], [0.0, 0.0, 0.0], [0.0, 0.0, 0.0]],
  "nbo_charge": [-0.603, -0.437, 0.004, -0.034, -0.421, -0.241, -0.235, -0.668, 0.867, -0.833, 0.216, 0.240, 0.197, 0.236, 0.232, 0.238, 0.230, 0.227, 0.208, 0.263, 0.406, 0.450, 0.455, -0.612, -0.401, -0.391, -0.397, -0.402, -0.611, 0.205, 0.219, 0.205, 0.198, 0.202, 0.170, 0.199, 0.189, 0.213, 0.210, 0.203, 0.199, 0.219, 0.185, -0.612, -0.398, -0.396, -0.398, -0.399, -0.610, 0.207, 0.208, 0.199, 0.198, 0.192, 0.199, 0.196, 0.202, 0.201, 0.206, 0.193, 0.203, 0.213, 0.196],
  "total_charge": 1,
  "gap_ev": 6.984,
  "homo_ev": -12.250,
  "de_lowest_kcal_mol": 0.00,
  "total_energy_ev": -36315.9351
}